[1]
Computed, not measured: C20H36As3NO8OsS2 as an isolated structure, with wB97M-V/def2-TZVPD.

Results
ΔE to the lowest compared entry with this formula, charge and spin	27.0	kJ/mol
frontier orbital gap (spin up / spin down)	8.84 / 6.77	eV
strongest force on any atom	0.0178	hartree/bohr
total energy	-245845.560	eV
net charge	0
spin multiplicity	5
expectation value of S²	6.020

Each line ends with the Löwdin spin population.
CARTESIAN COORDINATES (ANGSTROEM)
Os 1.348 1.119 0.875  2.787
C 0.890 2.242 -5.714  0.000
C 1.680 1.762 -4.529  0.002
C 2.885 2.358 -4.183  0.003
C 3.623 1.909 -3.097  0.002
C 3.139 0.853 -2.339  0.008
C 1.941 0.232 -2.676  0.011
C 1.223 0.686 -3.766  0.002
S 3.988 0.392 -0.867  0.028
O 3.644 -0.969 -0.555  0.010
O 5.360 0.775 -1.010  0.008
N 3.303 1.313 0.318  0.200
C 3.604 2.749 0.196  0.026
C 2.378 3.480 -0.351  0.021
O 2.397 4.548 -0.890  0.037
O 1.223 2.800 -0.131  0.149
H 1.245 3.211 -6.060  0.000
H -0.169 2.334 -5.469  0.000
H 0.974 1.538 -6.544  0.000
H 3.253 3.191 -4.769  0.000
H 4.561 2.375 -2.832  0.000
H 1.589 -0.611 -2.095  0.004
H 0.292 0.201 -4.035  0.000
H 4.468 2.930 -0.440  0.001
H 3.808 3.147 1.190  0.004
C -2.043 2.699 0.586  0.005
As -1.117 1.019 0.543  0.047
C -1.555 0.463 -1.259  0.006
C -2.076 -0.069 1.829  0.012
C -1.787 -1.572 1.930  0.001
C -2.688 -2.125 3.043  0.001
C -0.342 -1.862 2.395  0.007
As 1.215 -1.370 1.329  0.046
C 2.665 -2.004 2.421  0.017
C 1.234 -2.675 -0.102  -0.003
C -2.063 -2.303 0.610  0.000
As -3.818 -2.475 -0.316  0.000
C -4.518 -4.045 0.619  0.000
C -5.039 -1.166 0.492  0.000
H -3.059 2.503 0.239  0.001
H -1.532 3.380 -0.092  0.000
H -2.031 3.106 1.590  0.000
H -2.637 0.370 -1.362  0.000
H -1.081 -0.470 -1.552  0.000
H -1.196 1.255 -1.917  0.000
H -3.132 0.092 1.608  0.001
H -1.854 0.422 2.780  0.000
H -2.434 -1.666 4.000  0.000
H -2.558 -3.205 3.140  0.000
H -3.742 -1.928 2.846  0.000
H -0.234 -2.944 2.529  0.001
H -0.160 -1.379 3.354  0.000
H 2.419 -3.023 2.722  0.002
H 2.769 -1.354 3.284  0.000
H 3.565 -1.991 1.810  0.000
H 0.956 -3.629 0.351  -0.001
H 2.237 -2.730 -0.511  0.000
H 0.528 -2.448 -0.896  0.000
H -1.768 -3.353 0.726  0.000
H -1.405 -1.909 -0.164  0.000
H -3.871 -4.897 0.413  0.000
H -5.508 -4.266 0.221  0.000
H -4.590 -3.896 1.694  0.000
H -4.793 -0.151 0.184  0.000
H -5.099 -1.216 1.578  0.000
H -6.021 -1.404 0.080  0.000
O 2.264 2.375 2.613  0.199
S 1.098 1.955 3.492  0.006
O 1.123 0.457 3.419  0.132
O -0.095 2.369 2.667  0.179
O 1.127 2.496 4.809  0.034

---

[2]
Computed, not measured: a 2-piece molecular cluster, C4H10NO overall in a non-equilibrium geometry, with wB97M-V/def2-TZVPD.

Results
ΔE to the lowest compared entry with this formula, charge and spin	148.3	kJ/mol
frontier orbital gap	9.29	eV
strongest force on any atom	0.0458	hartree/bohr
total energy	-7839.780	eV
net charge	+1

Each line ends with the natural charge from an NBO analysis.
CARTESIAN COORDINATES (ANGSTROEM)
C -0.011 2.201 -2.163  -0.656
C 0.112 1.353 -0.943  -0.075
C 0.462 0.076 -1.005  -0.085
N 0.337 -0.729 0.206  -0.398
C 0.545 -1.990 0.284  0.113
H -1.059 2.365 -2.402  0.256
H 0.511 1.730 -3.005  0.233
H 0.500 3.150 -2.029  0.250
H -0.135 1.760 0.029  0.214
H 1.020 -0.497 -1.723  0.229
H -0.252 -0.319 0.932  0.448
H 1.349 -2.381 -0.333  0.217
H 0.045 -2.607 1.013  0.244
H -1.360 -1.290 3.593  0.508
H -1.242 0.083 2.887  0.485
O -1.016 -0.854 2.805  -0.984

---

[3]
Computed, not measured: a 5-piece molecular cluster, C28H56BrCl2N8O6S overall in a non-equilibrium geometry, with wB97M-V/def2-TZVPD.

Results
frontier orbital gap	7.19	eV
strongest force on any atom	0.0517	hartree/bohr
total energy	-160065.028	eV
net charge	+1

Each line ends with the Löwdin charge.
CARTESIAN COORDINATES (ANGSTROEM)
C 4.356 -5.187 -0.850  -0.095
C 3.864 -4.540 -2.140  -0.234
C 2.778 -3.472 -1.857  -0.207
C 1.484 -3.796 -2.615  -0.319
C 1.809 -3.659 -4.122  -0.024
C 0.165 -3.046 -2.251  -0.372
C -0.988 -3.904 -2.829  -0.128
C -2.302 -3.187 -3.174  -0.236
C -2.349 -2.785 -4.656  -0.560
Cl -2.809 -1.072 -4.883  0.574
C 0.114 -1.656 -2.870  -0.100
N 1.208 -0.802 -2.401  0.112
C 1.384 -0.789 -1.070  -0.455
N 2.101 0.202 -0.544  -0.295
S 2.811 1.456 -1.474  0.889
N 0.855 -1.707 -0.225  -0.369
Cl 1.694 -1.892 1.239  0.841
C -0.058 -2.795 -0.745  -0.589
Br 0.334 -4.520 0.202  0.932
N -1.419 -2.412 -0.422  0.013
C -1.607 -1.012 -0.068  -0.393
C -1.439 -0.515 1.341  -0.001
O -1.959 -0.231 -0.944  0.121
C -2.335 -3.353 0.229  -0.445
C -2.621 -3.262 1.712  0.012
O -2.920 -4.176 -0.463  0.108
H 5.093 -5.948 -1.069  0.076
H 3.510 -5.710 -0.412  0.066
H 4.731 -4.460 -0.141  0.075
H 3.466 -5.347 -2.746  0.102
H 4.694 -4.116 -2.693  0.111
H 3.222 -2.525 -2.157  0.101
H 2.686 -3.449 -0.778  0.037
H 1.292 -4.852 -2.459  0.118
H 2.404 -2.760 -4.264  0.088
H 0.915 -3.500 -4.708  0.066
H 2.341 -4.521 -4.486  0.089
H -0.640 -4.370 -3.740  0.113
H -1.141 -4.728 -2.144  0.092
H -3.098 -3.905 -3.026  0.110
H -2.519 -2.339 -2.546  0.072
H -1.399 -2.915 -5.157  0.051
H -3.074 -3.388 -5.181  0.073
H -0.802 -1.148 -2.596  0.097
H 0.101 -1.682 -3.947  0.125
H 2.090 -0.974 -2.869  0.135
H 2.277 0.245 0.446  0.057
H 4.083 1.019 -1.600  -0.105
H -0.834 -1.168 1.953  0.048
H -1.097 0.509 1.330  0.103
H -2.432 -0.517 1.767  0.054
H -1.686 -3.116 2.244  0.071
H -3.331 -2.475 1.941  0.067
H -3.013 -4.223 2.000  0.100
C 2.118 6.784 -1.677  -0.345
O 2.934 6.596 -2.557  0.011
N 1.155 5.906 -1.336  -0.197
C 0.213 6.164 -0.264  -0.054
C 1.072 4.662 -2.079  -0.054
H 2.107 7.702 -1.066  0.137
H 0.301 5.396 0.508  0.087
H -0.807 6.161 -0.650  0.091
H 0.415 7.133 0.184  0.085
H 2.013 4.121 -1.991  0.031
H 0.898 4.870 -3.135  0.100
H 0.260 4.052 -1.690  0.085
C -5.815 -0.443 3.484  -0.360
O -5.127 -1.371 3.080  -0.011
N -5.547 0.845 3.242  -0.191
C -6.369 1.932 3.745  -0.039
C -4.377 1.140 2.446  -0.044
H -6.716 -0.600 4.098  0.141
H -6.767 2.515 2.912  0.093
H -5.768 2.582 4.382  0.080
H -7.199 1.534 4.324  0.089
H -4.476 0.663 1.468  0.097
H -3.501 0.727 2.948  0.070
H -4.256 2.212 2.322  0.100
C 6.522 3.246 -2.209  -0.379
O 7.162 2.300 -2.629  0.002
N 6.807 4.536 -2.417  -0.190
C 5.986 5.610 -1.884  -0.052
C 7.983 4.865 -3.210  -0.031
H 5.615 3.102 -1.588  0.107
H 5.588 6.220 -2.694  0.085
H 6.583 6.240 -1.222  0.093
H 5.152 5.199 -1.322  0.072
H 7.894 4.434 -4.207  0.095
H 8.877 4.456 -2.741  0.095
H 8.075 5.945 -3.288  0.088
C -3.900 1.022 6.053  -0.362
O -3.586 2.149 5.711  0.005
N -4.068 0.618 7.320  -0.189
C -4.446 -0.744 7.649  -0.047
C -3.863 1.580 8.393  -0.032
H -4.073 0.217 5.320  0.115
H -5.393 -0.750 8.191  0.093
H -3.680 -1.206 8.273  0.092
H -4.559 -1.330 6.738  0.083
H -4.548 2.420 8.278  0.094
H -2.844 1.966 8.359  0.094
H -4.037 1.098 9.351  0.088

---

[4]
Computed, not measured: a 3-piece molecular cluster, C5H14NS2 overall in a non-equilibrium geometry, with wB97M-V/def2-TZVPD.

Results
ΔE to the lowest compared entry with this formula, charge and spin	633.8	kJ/mol
frontier orbital gap (spin up / spin down)	4.97 / 5.07	eV
strongest force on any atom	0.0650	hartree/bohr
total energy	-28564.573	eV
net charge	0
spin multiplicity	2
expectation value of S²	0.754

Each line ends with the natural charge from an NBO analysis.
CARTESIAN COORDINATES (ANGSTROEM)
N -2.366 -0.024 -1.766  -0.663
C -0.990 -0.015 -1.261  -0.110
C -0.048 -0.197 -2.371  -0.601
C -0.868 -1.237 -0.308  -0.651
S -1.720 -0.856 1.170  0.001
S 2.130 0.314 -0.138  0.080
C 1.497 0.541 1.531  -0.589
C 2.297 1.717 2.174  -0.605
H -3.224 0.114 -0.944  0.115
H -4.046 0.171 -0.487  0.173
H -2.549 0.671 -2.461  0.360
H -0.758 0.922 -0.678  0.211
H 0.038 0.752 -2.938  0.223
H -0.067 -1.161 -3.035  0.237
H 0.955 -0.242 -1.844  0.228
H 0.161 -1.638 -0.377  0.256
H -1.490 -2.091 -0.753  0.238
H 1.690 -0.315 2.157  0.208
H 0.443 0.777 1.598  0.249
H 2.132 1.777 3.259  0.218
H 1.977 2.674 1.769  0.212
H 3.402 1.574 1.989  0.208

---

[5]
Computed, not measured: a 3-piece molecular cluster, C5H8O overall in a non-equilibrium geometry, with wB97M-V/def2-TZVPD.

Results
ΔE to the lowest compared entry with this formula, charge and spin	388.9	kJ/mol
frontier orbital gap	10.55	eV
strongest force on any atom	0.0271	hartree/bohr
total energy	-7358.225	eV
net charge	0

Each line ends with the natural charge from an NBO analysis.
CARTESIAN COORDINATES (ANGSTROEM)
C 0.402 0.869 -1.142  -0.629
C 0.641 -0.615 -0.915  -0.236
C 0.965 -1.201 0.429  -0.178
C -0.219 -1.459 -0.021  -0.200
C -2.292 0.566 1.156  0.514
O -2.913 0.496 0.207  -0.504
H 0.067 1.377 -0.232  0.204
H 1.322 1.363 -1.479  0.209
H -0.357 1.029 -1.918  0.208
H 1.079 -1.100 -1.795  0.172
H 0.740 0.905 2.124  -0.014
H 1.710 -1.320 1.202  0.224
H -1.171 -1.954 0.104  0.223
H 0.026 1.043 2.279  0.008